1.
Entry from the Open Molecules 2025 dataset: an isolated molecule of C5H9NO3 (wB97M-V/def2-TZVPD).

Positions of all 18 atoms, in Å:
C1 2.7531 0.9040 -0.0316
C2 2.5722 -0.6240 0.0247
C3 1.1621 -1.2090 -0.0772
N1 0.0852 -0.5199 -0.0924
O1 -0.9261 -1.4340 -0.0222
C4 -2.1561 -0.8547 -0.0057
O2 -3.1580 -1.5027 -0.0018
O3 -2.0923 0.4541 -0.0857
C5 -3.3214 1.1922 0.0175
H1 2.3481 1.3886 0.9132
H2 3.8462 1.1878 -0.0919
H3 2.2447 1.3745 -0.8468
H4 2.9855 -1.0273 0.9650
H5 3.1705 -1.1426 -0.7363
H6 1.1160 -2.3152 0.0072
H7 -3.7875 1.1552 -0.9517
H8 -2.9297 2.1789 0.2009
H9 -3.9123 0.7940 0.8148

## Properties
- SMILES string = CC/C=N/OC(=O)OC
- energy above the lowest of the compared OMol25 structures with the same formula, charge and spin (kcal per mole) = 71.0
- DFT total energy (eV) = -12961.6262
- orbital gap (eV) = 11.00
- molar mass (g mol⁻¹) = 131.1

Löwdin population analysis, charges in e, atoms 1 to 8: C -0.12; C -0.23; C -0.11; N 0.08; O 0.01; C -0.60; O 0.14; O -0.03

***

2.
Entry from the Open Molecules 2025 dataset: a cluster of 2 separate species, C5H9NO3 in total (wB97M-V/def2-TZVPD).

Positions of all 18 atoms, in Å:
C1 -3.0164 -1.8167 -1.7590
C2 -1.8707 -1.0270 -1.1872
C3 -2.0312 0.4850 -0.9270
O1 -0.7798 0.7748 -1.5974
C4 -0.6244 -0.5888 -2.0114
C5 0.2736 -1.3791 -1.0472
O2 1.3045 -1.9928 -1.2064
N1 -1.0036 -1.7207 -0.2369
H1 -2.6615 -2.7774 -2.1549
H2 -3.7590 -2.0211 -0.9741
H3 -3.5004 -1.2561 -2.5685
H4 -2.8743 0.9476 -1.4564
H5 -2.0161 0.7946 0.1266
H6 -0.5199 -0.7475 -3.0900
H7 -1.2877 -2.3107 0.5366
O3 1.1697 -0.4910 1.0943
H8 1.0403 0.4275 0.8291
H9 0.1234 -0.8747 1.2323

## Properties
- SMILES string = C[C@]12CO[C@H]1C(=O)N2.O
- energy above the lowest of the compared OMol25 structures with the same formula, charge and spin (kcal per mole) = 96.8
- DFT total energy (eV) = -12960.5067
- orbital gap (eV) = 10.35
- molar mass (g mol⁻¹) = 131.1

Löwdin population analysis, charges in e, atoms 1 to 8: C -0.01; C -0.44; C -0.09; O -0.06; C -0.13; C -0.31; O 0.11; N 0.10

***

3.
Entry from the Open Molecules 2025 dataset: a structure of composition C5H9NO3 (wB97M-V/def2-TZVPD).

Positions of all 18 atoms, in Å:
C1 -0.8197 -0.9624 2.1134
C2 -1.0589 -0.9436 0.5585
C3 0.0334 -0.0798 -0.0910
C4 1.1581 -0.6678 -0.5514
C5 -0.2445 1.3842 -0.2576
H1 -1.2435 -2.1791 2.4773
H2 0.4230 -0.9242 2.3188
H3 -1.4800 -0.0452 2.6079
H4 -2.0698 -0.5457 0.2549
H5 -0.9075 -2.2729 -0.8181
H6 1.1100 -1.7382 -0.3762
H7 2.9012 -0.9710 -1.6432
H8 2.3410 0.7812 -1.2429
H9 0.6487 3.0563 -0.7318
N1 2.2917 -0.2080 -1.1243
O1 -0.9914 -2.3122 0.1581
O2 0.8488 2.1060 -0.7289
O3 -1.3793 1.9451 -0.1303

## Properties
- energy above the lowest of the compared OMol25 structures with the same formula, charge and spin (kcal per mole) = 70.1
- DFT total energy (eV) = -12961.6647
- orbital gap (eV) = 9.14
- molar mass (g mol⁻¹) = 131.1

Löwdin population analysis, charges in e, atoms 1 to 8: C -0.07; C -0.44; C -0.15; C -0.16; C -0.38; H 0.15; H 0.13; H 0.12

***

4.
Entry from the Open Molecules 2025 dataset: an isolated molecule of C5H9NO3S (wB97M-V/def2-TZVPD).

Positions of all 19 atoms, in Å:
C1 -1.3831 -1.2761 2.3211
C2 -1.0010 -0.6981 1.2076
S1 -1.3655 1.0946 1.0398
C3 -1.1240 1.1211 -0.8087
C4 0.3727 1.2719 -1.0083
O1 0.8539 2.5660 -0.5227
C5 1.0848 0.1182 -0.2489
N1 1.2681 -0.9805 -0.8395
O2 0.7727 -1.5157 -1.8016
O3 2.1748 -1.9402 -0.1364
H1 -1.6420 -1.0194 3.3830
H2 -1.2174 -2.3184 2.3263
H3 -0.9721 -1.2274 0.2281
H4 -1.4971 2.1656 -1.0919
H5 -1.5039 0.1402 -1.1926
H6 0.5496 1.1744 -2.0742
H7 0.0489 3.0934 -0.6505
H8 1.6819 0.4322 0.5709
H9 2.8985 -2.2020 -0.7013

## Properties
- SMILES string = C=CSC[C@@H](O)/C=[N+](\[O-])O
- energy above the lowest of the compared OMol25 structures with the same formula, charge and spin (kcal per mole) = 150.4
- DFT total energy (eV) = -23792.7651
- orbital gap (eV) = 9.15
- molar mass (g mol⁻¹) = 163.2

Löwdin population analysis, charges in e, atoms 1 to 8: C -0.09; C -0.48; S 0.87; C -0.39; C -0.40; O -0.05; C -0.06; N -0.31

***

5.
Entry from the Open Molecules 2025 dataset: a structure of composition C5H9NO3S (wB97M-V/def2-TZVPD).

Positions of all 19 atoms, in Å:
C1 0.4231 -0.2235 -0.4268
C2 0.9492 1.1057 -0.1174
C3 2.2800 0.4000 -0.4744
C4 3.1900 0.1718 0.7358
C5 -3.3090 -1.3328 0.2142
N1 1.5182 -0.8505 -0.8396
O1 -0.8953 -0.5977 -0.5418
O2 -3.0652 0.6426 -1.5402
O3 -2.4801 1.2036 0.8200
S1 -2.5708 0.2146 -0.2471
H1 0.5981 1.9199 -0.8851
H2 0.8587 1.3970 0.8747
H3 2.6709 0.6615 -1.3940
H4 3.7603 -0.6483 0.5332
H5 2.4871 -0.1368 1.5433
H6 3.8404 0.9637 0.8643
H7 -2.9506 -1.5887 1.2360
H8 -4.3628 -1.2076 0.1503
H9 -2.9422 -2.0946 -0.5053

## Properties
- energy above the lowest of the compared OMol25 structures with the same formula, charge and spin (kcal per mole) = 87.6
- DFT total energy (eV) = -23795.4866
- orbital gap (eV) = 9.78
- molar mass (g mol⁻¹) = 163.2

Löwdin population analysis, charges in e, atoms 1 to 8: C -0.41; C -0.07; C -0.35; C -0.03; C -0.12; N 0.16; O -0.18; O -0.28

***

6.
Entry from the Open Molecules 2025 dataset: an isolated molecule of C5H9NO4 (wB97M-V/def2-TZVPD).

Positions of all 19 atoms, in Å:
N1 -1.9868 -1.3078 -0.4896
C1 -1.0394 -0.5265 0.2677
C2 0.3813 -0.9263 -0.2043
C3 1.5280 -0.3818 0.6953
C4 2.5701 0.3640 -0.0986
O1 3.6373 -0.0968 -0.3827
O2 2.1354 1.5869 -0.4231
C5 -1.2473 0.9620 0.0630
O3 -0.4190 1.8624 0.0875
O4 -2.5637 1.2537 -0.1337
H1 -2.9204 -1.0166 -0.2449
H2 -1.9471 -1.1779 -1.4919
H3 -1.0037 -0.7168 1.3973
H4 0.5645 -0.6900 -1.2513
H5 0.5811 -2.0049 -0.1731
H6 1.9958 -1.2669 1.1457
H7 1.0186 0.1026 1.5377
H8 1.2368 1.7656 -0.1116
H9 -2.5216 2.2153 -0.1894

## Properties
- SMILES string = N[C@@H](CCC(=O)O)C(=O)O
- energy above the lowest of the compared OMol25 structures with the same formula, charge and spin (kcal per mole) = 17.5
- DFT total energy (eV) = -15011.4856
- orbital gap (eV) = 10.34
- molar mass (g mol⁻¹) = 147.1

Löwdin population analysis, charges in e, atoms 1 to 8: N 0.06; C -0.31; C -0.14; C -0.10; C -0.55; O 0.12; O 0.11; C -0.41

***

7.
Entry from the Open Molecules 2025 dataset: a structure of composition C5H9NO4 (wB97M-V/def2-TZVPD).

Positions of all 19 atoms, in Å:
O1 0.7406 -1.0593 1.3932
C1 0.1237 -0.2662 0.4245
C2 0.6454 -0.5588 -0.9989
O2 -0.5601 -0.6500 -1.7497
C3 -1.3512 -0.6612 0.2262
O3 -2.3654 -0.1396 -0.1632
C4 0.1912 1.1798 0.8864
C5 1.2340 2.1170 0.4168
N1 -0.1555 2.2789 -0.0050
H1 0.6003 -1.9979 1.1954
H2 1.3614 0.1419 -1.4372
H3 1.1467 -1.5392 -1.0300
H4 -0.1860 1.2847 1.9075
H5 1.6146 2.8734 1.1050
H6 1.9501 1.7714 -0.3310
H7 -0.2794 1.9373 -0.9568
O4 -1.3994 -2.3420 0.2536
H8 -0.9758 -1.8106 -1.4935
H9 -2.3352 -2.5597 0.3567

## Properties
- energy above the lowest of the compared OMol25 structures with the same formula, charge and spin (kcal per mole) = 119.1
- DFT total energy (eV) = -15007.0791
- orbital gap (eV) = 10.26
- molar mass (g mol⁻¹) = 147.1

Löwdin population analysis, charges in e, atoms 1 to 8: O 0.03; C -0.41; C -0.17; O -0.16; C -0.23; O 0.16; C -0.24; C -0.12

***

8.
Entry from the Open Molecules 2025 dataset: an isolated molecule of C5H9NO4 (wB97M-V/def2-TZVPD).

Positions of all 19 atoms, in Å:
C1 -2.6288 -1.0361 -0.2347
C2 -1.9943 0.3201 -0.1117
O1 -2.6806 1.3438 -0.0767
N1 -0.6422 0.4338 0.2666
O2 -0.1855 1.7329 0.3825
C3 0.4202 -0.5253 -0.1933
C4 1.6654 -0.3952 0.6841
C5 2.8202 0.2247 -0.0595
O3 3.9154 -0.2960 -0.1284
O4 2.6066 1.4545 -0.5651
H1 -2.3601 -1.6892 0.6206
H2 -2.2013 -1.5127 -1.1720
H3 -3.6746 -0.9658 -0.3813
H4 -1.0263 2.1860 0.1801
H5 0.0709 -1.5497 -0.1882
H6 0.6610 -0.3268 -1.2885
H7 2.0948 -1.3520 1.0529
H8 1.4433 0.2434 1.5266
H9 1.6958 1.7097 -0.3141

## Properties
- SMILES string = CC(=O)N(O)CCC(=O)O
- energy above the lowest of the compared OMol25 structures with the same formula, charge and spin (kcal per mole) = 53.8
- DFT total energy (eV) = -15009.9094
- orbital gap (eV) = 10.24
- molar mass (g mol⁻¹) = 147.1

Löwdin population analysis, charges in e, atoms 1 to 8: C 0.01; C -0.45; O 0.05; N -0.11; O 0.01; C -0.10; C -0.08; C -0.53

***

9.
Entry from the Open Molecules 2025 dataset: an isolated molecule of C5H9NO4 (wB97M-V/def2-TZVPD).

Positions of all 19 atoms, in Å:
C1 -0.6657 -2.2917 1.1248
C2 -1.4097 -1.0805 0.6138
O1 -1.0642 0.1598 1.2801
C3 -0.6562 0.8166 0.0793
C4 0.8173 1.2807 0.1229
N1 1.0913 1.7635 -1.4051
O2 1.1366 2.1704 0.9542
O3 1.7348 0.0956 0.0817
C5 -0.9503 -0.4569 -0.6961
O4 -0.8376 -0.8044 -1.8368
H1 0.4178 -2.1225 1.0926
H2 -0.9692 -2.5044 2.1583
H3 -0.9171 -3.1622 0.5037
H4 -2.5009 -1.2389 0.6311
H5 -1.3007 1.6717 -0.1822
H6 0.7875 2.7262 -1.5437
H7 2.1378 1.4569 -1.4801
H8 0.6639 1.1945 -2.1390
H9 2.4846 0.3257 0.6407

## Properties
- SMILES string = C[C@H]1O[C@@H]([C@@]([NH3+])([O-])O)C1=O
- energy above the lowest of the compared OMol25 structures with the same formula, charge and spin (kcal per mole) = 73.6
- DFT total energy (eV) = -15009.0505
- orbital gap (eV) = 9.28
- molar mass (g mol⁻¹) = 147.1

Löwdin population analysis, charges in e, atoms 1 to 8: C -0.02; C -0.27; O -0.01; C -0.17; C -0.66; N 0.21; O -0.04; O -0.03

***

10.
Entry from the Open Molecules 2025 dataset: an isolated molecule of C5H9NOS (wB97M-V/def2-TZVPD).

Positions of all 17 atoms, in Å:
S1 -1.8704 0.4322 1.5340
C1 -0.9919 -1.0153 0.8229
C2 0.0839 -0.4370 -0.1002
C3 -0.3466 0.1821 -1.3657
N1 0.9910 0.5567 -1.9337
C4 1.7994 1.0375 -0.6848
C5 1.4549 -0.0197 0.3151
O1 1.3200 -1.3013 -0.1927
H1 -2.5125 0.8186 0.3739
H2 -0.6973 -1.8089 1.5410
H3 -1.8292 -1.5280 0.1278
H4 -0.8448 -0.6806 -1.9933
H5 -0.9421 1.0856 -1.3837
H6 1.4982 -0.2119 -2.2359
H7 2.8211 1.1498 -0.8256
H8 1.1052 2.0973 -0.3825
H9 1.8314 0.1902 1.3871

## Properties
- SMILES string = SC[C@@]12CNC[C@@H]1O2
- energy above the lowest of the compared OMol25 structures with the same formula, charge and spin (kcal per mole) = 84.5
- DFT total energy (eV) = -19700.6412
- orbital gap (eV) = 9.83
- molar mass (g mol⁻¹) = 131.2

Löwdin population analysis, charges in e, atoms 1 to 8: S 0.68; C -0.46; C -0.48; C -0.16; N -0.04; C -0.10; C -0.30; O 0.00

***

11.
Entry from the Open Molecules 2025 dataset: an isolated molecule of C5H9NOS (wB97M-V/def2-TZVPD).

Positions of all 17 atoms, in Å:
N1 0.0239 1.9705 -0.5967
C1 0.4187 0.6027 -0.8790
C2 -0.7090 -0.4490 -0.7912
S1 -1.8864 -0.1075 0.5806
C3 0.0436 -1.7134 -0.4888
C4 1.2800 -1.4516 -0.0462
C5 1.5475 0.0258 0.0501
O1 1.4440 0.5280 1.3689
H1 0.2745 2.1691 0.3615
H2 0.5252 2.6422 -1.1544
H3 0.7725 0.5503 -1.9415
H4 -1.2915 -0.5360 -1.7069
H5 -2.0728 1.1739 0.2309
H6 -0.4025 -2.6979 -0.5760
H7 2.0190 -2.2070 0.2534
H8 2.5465 0.3339 -0.3312
H9 0.6067 0.1861 1.7313

## Properties
- SMILES string = N[C@@H]1[C@H](S)C=C[C@@H]1O
- energy above the lowest of the compared OMol25 structures with the same formula, charge and spin (kcal per mole) = 25.0
- DFT total energy (eV) = -19703.2187
- orbital gap (eV) = 9.93
- molar mass (g mol⁻¹) = 131.2

Löwdin population analysis, charges in e, atoms 1 to 8: N 0.03; C -0.37; C -0.59; S 0.76; C -0.12; C -0.04; C -0.34; O -0.04

***

12.
Entry from the Open Molecules 2025 dataset: a structure of composition C5H9NOS (wB97M-V/def2-TZVPD).

Positions of all 17 atoms, in Å:
C1 2.4282 -1.6634 0.9217
C2 1.1034 -1.4687 0.2793
C3 0.0121 -2.5182 0.3198
C4 -0.7156 -0.0437 0.0958
C5 0.0163 1.2699 0.1873
H1 3.1356 -0.7991 0.8042
H2 2.8325 -2.4534 0.3647
H3 2.0939 -1.8131 2.0664
H4 1.2962 -1.0925 -0.7684
H5 -0.1285 -3.3381 1.1379
H6 -0.3742 -2.8541 -0.6634
H7 1.2010 0.8640 -0.4899
H8 0.2247 1.7857 1.2803
H9 -1.6935 2.1924 -1.4786
N1 -0.1288 -1.1540 0.8212
O1 -1.7679 -0.2557 -0.5496
S1 -0.6631 2.7610 -0.9018

## Properties
- energy above the lowest of the compared OMol25 structures with the same formula, charge and spin (kcal per mole) = 102.1
- DFT total energy (eV) = -19699.8744
- orbital gap (eV) = 9.95
- molar mass (g mol⁻¹) = 131.2

Löwdin population analysis, charges in e, atoms 1 to 8: C -0.06; C -0.46; C -0.05; C -0.49; C -0.39; H 0.08; H 0.05; H 0.14

***

13.
Entry from the Open Molecules 2025 dataset: an isolated molecule of C5H9NOS (wB97M-V/def2-TZVPD).

Positions of all 17 atoms, in Å:
C1 -1.8945 1.8711 0.2104
O1 -1.5724 1.0609 -0.8795
C2 -1.0339 -0.1415 -0.4941
C3 0.4142 -0.0615 -0.2404
C4 1.4393 -0.6043 -1.1700
N1 1.0538 -1.3167 0.0250
C5 1.7795 -1.6119 1.1251
S1 1.3983 -1.4639 2.6804
H1 -2.1041 2.8642 -0.2073
H2 -1.0818 1.9819 0.9637
H3 -2.8055 1.4646 0.7277
H4 -1.0966 -0.9034 -1.2881
H5 -1.5684 -0.4991 0.4106
H6 0.7631 0.7169 0.4981
H7 2.4790 -0.2904 -1.1685
H8 1.0647 -1.0298 -2.1068
H9 2.7653 -2.0371 0.9139

## Properties
- SMILES string = COC[C@@H]1CN1C=S
- energy above the lowest of the compared OMol25 structures with the same formula, charge and spin (kcal per mole) = 68.8
- DFT total energy (eV) = -19701.3210
- orbital gap (eV) = 9.02
- molar mass (g mol⁻¹) = 131.2

Löwdin population analysis, charges in e, atoms 1 to 8: C -0.12; O -0.16; C -0.23; C -0.26; C -0.04; N -0.11; C -0.75; S 0.63

***

14.
Entry from the Open Molecules 2025 dataset: an isolated molecule of C5H9NOS (wB97M-V/def2-TZVPD).

Positions of all 17 atoms, in Å:
O1 2.0076 1.3315 2.0583
C1 1.0350 0.8139 1.6121
C2 0.5818 -0.5753 1.5738
C3 -0.6809 -0.1319 0.8121
C4 -0.8199 -0.7370 -0.6059
C5 0.2671 -0.3194 -1.5730
S1 0.2569 1.4329 -2.0513
N1 -0.1999 1.2456 1.0252
H1 1.3132 -1.2499 1.0720
H2 0.4613 -1.0262 2.5509
H3 -1.7099 -0.2764 1.2597
H4 -0.8683 -1.8584 -0.6651
H5 -1.7789 -0.4100 -1.0536
H6 1.2744 -0.6275 -1.0805
H7 0.2006 -0.8932 -2.4941
H8 -0.9211 1.2884 -2.8034
H9 -0.4189 1.9929 0.3628

## Properties
- SMILES string = O=C1C[C@H](CCS)N1
- energy above the lowest of the compared OMol25 structures with the same formula, charge and spin (kcal per mole) = 31.5
- DFT total energy (eV) = -19702.9356
- orbital gap (eV) = 9.77
- molar mass (g mol⁻¹) = 131.2

Löwdin population analysis, charges in e, atoms 1 to 8: O 0.11; C -0.49; C -0.07; C -0.30; C -0.25; C -0.59; S 0.70; N 0.10

***

15.
Entry from the Open Molecules 2025 dataset: an isolated molecule of C5H9NOS (wB97M-V/def2-TZVPD).

Positions of all 17 atoms, in Å:
N1 1.0897 0.2331 1.1676
C1 0.4432 0.1678 -0.1216
C2 0.3423 -1.2846 -0.5965
C3 -0.8832 -1.7981 0.2600
S1 -1.9898 -0.3086 0.9019
C4 -1.0504 0.6986 -0.2930
C5 0.2069 1.5834 -0.6209
O1 0.5524 2.6934 0.1276
H1 1.0810 1.1959 1.4892
H2 0.5541 -0.3394 1.7654
H3 1.1816 -1.9043 -0.2918
H4 0.2526 -1.2513 -1.6272
H5 -1.6011 -2.3399 -0.3730
H6 -0.5668 -2.4289 1.1144
H7 -1.3307 0.4170 -1.2891
H8 0.1693 1.7659 -1.7083
H9 1.5489 2.8999 0.0953

## Properties
- SMILES string = N[C@@]12CCS[C@H]1[C@H]2O
- energy above the lowest of the compared OMol25 structures with the same formula, charge and spin (kcal per mole) = 91.3
- DFT total energy (eV) = -19700.3438
- orbital gap (eV) = 8.97
- molar mass (g mol⁻¹) = 131.2

Löwdin population analysis, charges in e, atoms 1 to 8: N 0.09; C -0.48; C -0.15; C -0.35; S 0.82; C -0.44; C -0.27; O -0.03

***

Number 1: HOMO level -10.095 eV. Number 2: HOMO level -9.760 eV. Number 3: HOMO level -8.595 eV. Number 4: HOMO level -8.543 eV. Number 5: HOMO level -9.635 eV. Number 6: HOMO level -10.069 eV. Number 7: HOMO level -9.878 eV. Number 8: HOMO level -9.801 eV. Number 9: HOMO level -8.891 eV. Number 10: HOMO level -9.127 eV. Number 11: HOMO level -9.064 eV. Number 12: HOMO level -9.308 eV. Number 13: HOMO level -8.622 eV. Number 14: HOMO level -9.151 eV. Number 15: HOMO level -8.360 eV.